(1)
A molecular structure, C24H36B2NaO22 in a non-equilibrium geometry. Source: OMol25; level of theory: ωB97M-V/def2-TZVPD.

ORCA input file:
```
! wB97M-V def2-TZVPD RIJCOSX def2/J DEFGRID3
* xyz -1 1
Na -0.14183 0.07170 -0.01890
O -6.21109 0.51788 -4.97401
C -6.02604 0.52892 -3.79952
O -5.24148 1.36973 -3.13440
B -5.20850 0.99651 -1.70646
O -6.15207 -0.12202 -1.57594
C -6.62972 -0.45705 -2.76864
O -7.37149 -1.35339 -3.00706
O -5.62024 2.12549 -0.83215
C -4.63700 2.45431 -0.01941
O -4.60009 3.36433 0.75425
C -3.48130 1.45907 -0.27872
O -3.84508 0.66882 -1.27244
O -2.41111 1.43615 0.26579
O 4.90001 -3.91409 5.55335
C 4.58442 -3.79985 4.41164
O 4.24547 -2.67189 3.80104
B 3.98679 -2.93893 2.37098
O 4.02837 -4.40673 2.24392
C 4.47548 -4.94278 3.37963
O 4.74876 -6.09272 3.55695
O 4.96658 -2.28001 1.49986
C 4.34343 -1.48820 0.64806
O 4.82700 -0.78800 -0.19571
C 2.82713 -1.59343 0.94561
O 2.67011 -2.40399 1.96503
O 1.96415 -1.04826 0.32525
C -1.07840 4.44311 -0.68537
C -0.53304 3.26869 -1.47883
O 0.42116 2.49879 -0.78280
C 1.71123 3.08045 -0.77767
C 2.63074 2.30388 0.15181
H -0.30462 5.02810 -0.17666
H -1.59896 5.15281 -1.33044
H -1.76056 4.09698 0.09302
H -1.36372 2.60664 -1.73310
H -0.14775 3.57624 -2.46496
H 2.12319 3.07834 -1.79819
H 1.64089 4.13113 -0.46669
H 3.60992 2.77868 0.18098
H 2.80846 1.30323 -0.25301
H 2.16078 2.19360 1.12382
C -1.39463 -3.36352 -1.90586
C -2.08239 -2.21572 -1.22523
O -1.52044 -1.93980 0.06461
C -2.09947 -2.74228 1.09576
C -1.29073 -2.55772 2.33980
H -1.72800 -3.43228 -2.94396
H -0.31211 -3.23956 -1.89797
H -1.61052 -4.32067 -1.42356
H -1.96306 -1.29927 -1.80573
H -3.16263 -2.36805 -1.13033
H -3.11066 -2.35304 1.27446
H -2.15580 -3.78157 0.77063
H -1.75725 -3.14262 3.14538
H -1.27662 -1.51563 2.64470
H -0.29638 -2.99899 2.25355
O 0.45780 -0.50640 -2.56058
C 1.41739 -0.62327 -3.27830
O 1.80709 0.32314 -4.13669
C 0.92648 1.43204 -4.34122
C 1.03665 1.89924 -5.78887
C 2.33030 -1.81833 -3.27929
H 1.22486 2.23573 -3.66862
H -0.10148 1.16437 -4.10334
H 1.84748 2.61503 -5.92246
H 0.10374 2.37774 -6.08179
H 1.23685 1.05036 -6.44130
H 3.23709 -1.58829 -3.82910
H 1.78089 -2.66060 -3.69793
H 2.57900 -2.05654 -2.24733
O 0.37631 0.80302 2.20070
C 0.30670 1.50313 3.18320
O 0.74789 1.17069 4.39070
C 1.36395 -0.12436 4.55995
C 1.60944 -0.32807 6.04430
C -0.34976 2.84268 3.16146
H 2.33601 -0.12615 4.06701
H 0.77447 -0.91661 4.10369
H 1.90873 -1.35442 6.23329
H 0.71119 -0.12947 6.63315
H 2.39017 0.36024 6.36257
H -1.38046 2.74698 3.50640
H -0.38019 3.18513 2.12929
H 0.15208 3.56148 3.80495
*
```

The calculation puts the HOMO energy at -7.766 eV. The value obtained for the orbital gap is 9.47 eV.

For reference, the Mulliken charges in units of e are: atom 1 (Na): 0.629, atom 2 (O): -0.592, atom 3 (C): 0.595, atom 4 (O): -0.508, atom 5 (B): 0.761, atom 6 (O): -0.492, atom 7 (C): 0.592, atom 8 (O): -0.586, atom 9 (O): -0.527, atom 10 (C): 0.259, atom 11 (O): -0.620, atom 12 (C): 0.296, atom 13 (O): -0.178, atom 14 (O): -0.085, atom 15 (O): -0.599, atom 16 (C): 0.570, atom 17 (O): -0.474, atom 18 (B): 1.024, atom 19 (O): -0.561, atom 20 (C): 0.585, atom 21 (O): -0.592, atom 22 (O): -0.611, atom 23 (C): 0.428, atom 24 (O): -0.600, atom 25 (C): 0.353, atom 26 (O): -0.364, atom 27 (O): -0.237, atom 28 (C): -1.294, atom 29 (C): -0.240, atom 30 (O): 0.548, atom 31 (C): -0.629, atom 32 (C): -0.723, atom 33 (H): 0.330, atom 34 (H): 0.412, atom 35 (H): 0.213, atom 36 (H): 0.227, atom 37 (H): 0.281, atom 38 (H): 0.234, atom 39 (H): 0.326, atom 40 (H): 0.485, atom 41 (H): 0.032, atom 42 (H): -0.049, atom 43 (C): -1.330, atom 44 (C): 0.066, atom 45 (O): 0.043, atom 46 (C): -0.491, atom 47 (C): -0.973, atom 48 (H): 0.415, atom 49 (H): 0.110, atom 50 (H): 0.416, atom 51 (H): -0.040, atom 52 (H): 0.435, atom 53 (H): 0.312, atom 54 (H): 0.299, atom 55 (H): 0.500, atom 56 (H): 0.101, atom 57 (H): 0.187, atom 58 (O): -0.322, atom 59 (C): 0.746, atom 60 (O): -0.366, atom 61 (C): 0.612, atom 62 (C): -1.329, atom 63 (C): -0.765, atom 64 (H): -0.338, atom 65 (H): 0.162, atom 66 (H): 0.336, atom 67 (H): 0.361, atom 68 (H): 0.336, atom 69 (H): 0.311, atom 70 (H): 0.303, atom 71 (H): -0.012, atom 72 (O): 0.117, atom 73 (C): 0.630, atom 74 (O): -0.391, atom 75 (C): 0.533, atom 76 (C): -1.543, atom 77 (C): -0.897, atom 78 (H): 0.154, atom 79 (H): -0.079, atom 80 (H): 0.395, atom 81 (H): 0.374, atom 82 (H): 0.358, atom 83 (H): 0.351, atom 84 (H): -0.099, atom 85 (H): 0.399



(2)
A molecular structure, C7H15N3O4S in a non-equilibrium geometry. Source: OMol25; level of theory: ωB97M-V/def2-TZVPD.

ORCA input file:
```
! wB97M-V def2-TZVPD RIJCOSX def2/J DEFGRID3
* xyz 2 3
C 0.37170 -2.43534 0.64526
C 0.46172 1.39919 -0.39421
C 0.52362 -3.92822 0.31693
C -0.03211 -3.48609 -1.10160
C 1.04176 3.37560 1.01743
C 0.69074 1.91576 1.04285
C -1.63075 0.49999 -0.44287
N -0.01080 -2.13952 -0.64342
N 1.56289 1.03261 1.92053
N -2.41395 1.25949 -1.45438
O 0.54314 -1.76925 1.63028
O 0.21115 2.15157 -1.29296
O 0.85331 0.10787 -0.67824
O -0.64377 -0.52087 -2.69595
S -0.51954 -0.59426 -1.30609
H 1.48059 -4.38760 0.53503
H -0.21268 -4.59436 0.76989
H 0.61511 -3.67963 -2.00414
H -1.05657 -3.77947 -1.47144
H 2.08267 3.59107 0.93148
H 0.51664 3.82792 1.78101
H 0.67674 3.66349 -0.00629
H -0.37283 1.96120 1.45396
H -2.29879 -0.38235 -0.00332
H 1.59338 1.40928 2.81460
H 2.52097 1.15424 1.59887
H 1.09826 0.03752 1.94951
H -1.98895 1.18282 -2.32020
H -3.38614 0.89062 -1.48597
H -2.27749 2.23670 -1.10654
*
```

The expectation value of S² is 2.01. The calculation puts the HOMO energy (alpha / beta) at -13.469 / -16.902 eV. The value obtained for the orbital gap (alpha / beta) is 6.07 / 6.02 eV.

For reference, the Mulliken charges in units of e are: atom 1 (C): 0.375, atom 2 (C): 0.503, atom 3 (C): -0.509, atom 4 (C): -0.513, atom 5 (C): -1.342, atom 6 (C): 0.267, atom 7 (C): -0.673, atom 8 (N): 0.220, atom 9 (N): -0.043, atom 10 (N): -0.101, atom 11 (O): -0.711, atom 12 (O): -0.503, atom 13 (O): -0.477, atom 14 (O): -0.566, atom 15 (S): 0.766, atom 16 (H): 0.331, atom 17 (H): 0.286, atom 18 (H): 0.295, atom 19 (H): 0.285, atom 20 (H): 0.451, atom 21 (H): 0.400, atom 22 (H): 0.381, atom 23 (H): 0.222, atom 24 (H): 0.389, atom 25 (H): 0.396, atom 26 (H): 0.397, atom 27 (H): 0.351, atom 28 (H): 0.346, atom 29 (H): 0.389, atom 30 (H): 0.389